*1*
{"formula": "C5H8ClNS", "method": "ωB97M-V with the def2-TZVPD basis set", "species": ["C", "C", "S", "N", "C", "C", "C", "Cl", "H", "H", "H", "H", "H", "H", "H", "H"], "positions_angstrom": [[1.59, 1.33, 0.02], [0.65, 0.19, 0.01], [1.81, -1.29, -0.15], [-0.55, 0.51, 0.18], [-1.73, -0.19, 0.15], [-1.63, -1.70, -0.01], [-2.85, 0.54, 0.24], [-4.42, -0.10, 0.00], [2.65, 1.19, 0.47], [1.26, 2.25, 0.46], [1.88, 1.77, -0.92], [2.74, -0.65, -0.91], [-0.65, -2.10, -0.19], [-2.17, -1.82, -1.00], [-2.07, -2.06, 0.94], [-2.66, 1.65, 0.45]], "nbo_charge": [-0.69, 0.23, -0.09, -0.45, 0.13, -0.68, -0.24, 0.02, 0.22, 0.24, 0.24, 0.15, 0.23, 0.24, 0.24, 0.24], "smiles": "C/C(S)=N/C(C)=C/Cl"}



*2*
{"formula": "C5H8ClNS", "method": "ωB97M-V with the def2-TZVPD basis set", "species": ["C", "N", "S", "C", "C", "C", "Cl", "C", "H", "H", "H", "H", "H", "H", "H", "H"], "positions_angstrom": [[2.77, 1.64, 1.71], [1.98, 1.19, 0.84], [0.95, 0.00, 1.25], [0.06, -0.37, -0.24], [-0.97, -1.50, -0.13], [-1.84, -0.78, -1.11], [-1.53, -1.38, -2.72], [-1.10, 0.52, -0.76], [3.51, 2.42, 1.37], [2.80, 1.28, 2.73], [0.77, -0.55, -1.07], [-1.34, -1.52, 0.92], [-0.63, -2.49, -0.40], [-2.94, -0.75, -0.90], [-1.66, 1.04, 0.07], [-0.83, 1.26, -1.55]], "nbo_charge": [-0.09, -0.58, 0.44, -0.38, -0.42, -0.22, -0.03, -0.41, 0.18, 0.15, 0.24, 0.22, 0.23, 0.22, 0.22, 0.23], "smiles": "C=NS[C@H]1C[C@H](Cl)C1"}



*2* is the most stable structure shown above.